ORCA calculation (ωB97M-V/def2-TZVPD) on a cluster of 2 separate species, C6H11Cl3N3 in total in a non-equilibrium geometry.

- ΔE to the lowest compared entry with this formula, charge and spin (eV) = 2.890
- total charge = +1
- orbital gap (Ha) = 0.31845
- molar mass (u) = 231.53
- E_HOMO (eV) = -13.13
- LUMO level (hartree) = -0.164
- 2S+1 = 1
- E_tot (eV) = -48426.3638

```
23
C6H11Cl3N3 | the OMol25 dataset | ωB97M-V/def2-TZVPD
C 1.59 -0.45 0.77
C 2.60 -0.64 1.57
C -0.70 -0.35 2.35
C 1.60 -1.05 -1.88
C -0.66 0.20 0.95
C 0.28 -0.48 -1.23
N -3.96 2.09 -1.40
N -2.95 1.53 -1.46
N 0.50 -0.25 0.21
Cl -1.51 2.24 -2.48
Cl 2.89 -2.07 2.40
Cl 3.71 0.69 1.80
H -0.43 0.52 2.95
H -1.75 -0.70 2.59
H 0.12 -0.99 2.37
H 1.62 -0.81 -3.03
H 2.49 -0.42 -1.58
H 1.71 -2.08 -1.52
H -0.72 1.28 0.83
H -1.51 -0.15 0.49
H -0.40 -1.38 -1.13
H -0.22 0.30 -1.73
H -4.31 2.97 -1.85
```